1) Entry from the Open Molecules 2025 dataset: one molecule with the formula C5H10N2O (ωB97M-V/def2-TZVPD).

- M (g/mol) = 114.148
- frontier orbital gap (eV) = 10.14
- structure (SMILES) = [H]/N=C(\C)C(=C)[C@@H](N)O
- multiplicity = 1

Last column: Mulliken charge in e.
Cartesian coordinates (Å):
H (1.45799, -2.12022, 1.36190)  0.218
N (0.72944, -1.68784, 0.79938)  -0.675
C (0.99232, -0.51698, 0.37205)  0.838
C (2.28571, 0.20583, 0.61578)  -1.212
C (-0.05884, 0.19200, -0.38850)  0.269
C (0.18125, 0.89666, -1.48504)  -1.123
C (-1.45101, 0.04199, 0.21259)  0.115
N (-2.42356, 0.78872, -0.53525)  -0.603
O (-1.81358, -1.29847, 0.34088)  -0.628
H (2.56058, 0.82417, -0.22877)  0.332
H (2.16163, 0.85902, 1.47623)  0.291
H (3.08937, -0.49038, 0.83241)  0.377
H (1.17127, 0.98838, -1.90495)  0.293
H (-0.62131, 1.39373, -2.00074)  0.380
H (-1.33368, 0.51154, 1.24451)  0.195
H (-3.23459, 0.99443, 0.03679)  0.253
H (-2.73980, 0.23002, -1.32225)  0.264
H (-0.95319, -1.81259, 0.57296)  0.414

---

2) Entry from the Open Molecules 2025 dataset: one molecule with the formula C5H10N2O (ωB97M-V/def2-TZVPD).

- M (g/mol) = 114.148
- frontier orbital gap (eV) = 9.86
- structure (SMILES) = C=CC[C@H](N)C(N)=O
- multiplicity = 1

Last column: Mulliken charge in e.
Cartesian coordinates (Å):
C (1.89287, -1.21035, -1.61851)  -0.661
C (1.46360, -0.59630, -0.56316)  -0.151
C (0.06181, -0.87784, 0.08592)  -1.037
C (-0.45295, 0.23270, 1.08761)  0.365
N (-1.54336, -0.30301, 1.80365)  -0.465
C (-0.77430, 1.52850, 0.31110)  0.228
N (-0.54289, 1.54285, -1.02229)  -0.318
O (-1.16898, 2.48689, 0.97212)  -0.600
H (2.93397, -1.15626, -1.95132)  0.277
H (1.28941, -1.98520, -2.23948)  0.220
H (1.88824, 0.12147, 0.13465)  0.313
H (-0.63468, -1.17485, -0.68041)  0.346
H (0.13427, -1.77876, 0.71136)  0.370
H (0.37710, 0.37314, 1.83198)  0.277
H (-1.30820, -0.66632, 2.59486)  0.159
H (-2.44228, 0.14023, 1.62321)  0.203
H (-0.08283, 0.97507, -1.74338)  0.219
H (-1.09080, 2.34805, -1.33791)  0.257

---

Result of the stability comparison: 1) is the most stable of them.

---

1) Entry from the Open Molecules 2025 dataset: a 2-piece molecular cluster, C5H10N2O overall (ωB97M-V/def2-TZVPD).

- M (g/mol) = 114.148
- frontier orbital gap (eV) = 9.01
- structure (SMILES) = Cc1c[nH]cn1.CO
- multiplicity = 1

Last column: Mulliken charge in e.
Cartesian coordinates (Å):
C (-2.01915, 0.92337, -1.65959)  -1.019
C (-1.77260, 0.04587, -0.47869)  0.697
C (-0.63881, -0.50597, 0.00586)  -0.593
N (-0.97039, -1.09293, 1.20337)  -0.023
C (-2.29096, -0.86396, 1.39659)  -0.193
N (-2.80570, -0.19336, 0.41808)  -0.657
H (-2.63587, 1.75753, -1.32818)  0.290
H (-2.56374, 0.40604, -2.45347)  0.235
H (-1.10057, 1.31925, -2.09629)  0.289
H (0.39483, -0.43906, -0.29077)  0.387
H (-0.29247, -1.48507, 1.83420)  0.206
H (-2.77594, -1.28931, 2.26198)  0.395
C (3.31698, 0.59942, 0.25158)  -0.544
O (2.61304, -0.64268, 0.29800)  -0.497
H (2.85106, 1.23358, -0.50773)  0.226
H (4.37744, 0.45977, 0.04977)  0.305
H (3.18109, 1.10463, 1.20771)  0.213
H (3.13177, -1.33711, -0.11244)  0.283

---

2) Entry from the Open Molecules 2025 dataset: one molecule with the formula C5H10N2O (ωB97M-V/def2-TZVPD).

- M (g/mol) = 114.148
- frontier orbital gap (eV) = 8.22
- multiplicity = 1

Last column: Mulliken charge in e.
Cartesian coordinates (Å):
C (-1.14856, -1.14551, -2.19537)  -1.223
C (-0.39461, 0.34828, 1.90042)  -1.389
C (1.41790, 1.57472, 0.62445)  -1.434
N (0.39249, -0.47553, -0.43366)  0.198
C (-0.80961, -1.19762, -0.72898)  0.662
C (0.71333, 0.24236, 0.86874)  1.236
N (1.32095, -0.94571, 0.54202)  -1.107
O (-1.42468, -1.80773, 0.10185)  -0.496
H (0.78352, -0.01059, -1.26827)  0.337
H (-2.12707, -1.59636, -2.35013)  0.337
H (-1.16340, -0.11833, -2.54660)  0.356
H (-0.41116, -1.69860, -2.76820)  0.326
H (1.91899, 1.87129, 1.55206)  0.362
H (0.07351, 0.53724, 2.87011)  0.389
H (-1.07467, 1.17386, 1.67196)  0.312
H (-0.95053, -0.58307, 1.96365)  0.388
H (2.18076, 1.47521, -0.14894)  0.437
H (0.70285, 2.35609, 0.34489)  0.308

---

3) Entry from the Open Molecules 2025 dataset: one molecule with the formula C5H10N2O (ωB97M-V/def2-TZVPD).

- M (g/mol) = 114.148
- frontier orbital gap (eV) = 8.25
- structure (SMILES) = C/C(=C\N)[C@@H](C)N=O
- multiplicity = 1

Last column: Mulliken charge in e.
Cartesian coordinates (Å):
C (-0.38943, 1.54712, 0.12401)  -1.427
C (-0.17737, 0.07135, 0.33521)  0.234
C (0.13268, -0.43537, 1.55886)  -0.220
N (0.00350, 0.19165, 2.77510)  -0.528
C (0.07293, -0.79311, -0.85647)  0.417
C (-0.64359, -0.43864, -2.14978)  -1.533
N (1.69397, -0.71550, -1.01273)  0.014
O (2.26151, -1.77587, -0.80315)  -0.331
H (-0.78831, 2.03940, 1.01574)  0.443
H (0.55166, 2.03999, -0.14136)  0.284
H (-1.10341, 1.73207, -0.68228)  0.324
H (0.29642, -1.50593, 1.67478)  0.338
H (0.13872, 1.19738, 2.74217)  0.210
H (0.55499, -0.23901, 3.51268)  0.258
H (-0.11419, -1.84650, -0.61983)  0.415
H (-1.72984, -0.41037, -2.00547)  0.328
H (-0.43543, -1.18942, -2.91993)  0.411
H (-0.32479, 0.53076, -2.54757)  0.365

---

Result of the stability comparison: 1) is the most stable of them.

---

1) Entry from the Open Molecules 2025 dataset: C6H7NS as an isolated structure (ωB97M-V/def2-TZVPD).

- M (g/mol) = 125.196
- frontier orbital gap (eV) = 7.80
- multiplicity = 1

Last column: Mulliken charge in e.
Cartesian coordinates (Å):
C (-0.90126, 1.83836, 0.03248)  -0.862
C (-0.10202, 0.44538, -0.17221)  0.475
C (-2.05779, -1.42206, 0.00324)  -0.103
C (1.32119, 0.52528, -0.35365)  -0.739
C (2.22393, -0.60740, -0.18242)  -0.755
C (3.10723, -1.38802, -0.06476)  0.416
H (-1.05357, 2.38859, -1.24952)  0.243
H (-1.80585, 1.46369, 0.76269)  0.280
H (-0.14859, 2.64988, 0.95959)  0.275
H (-0.03882, -1.41075, 0.45626)  0.232
H (-1.93351, -2.44897, 0.32398)  0.296
H (1.61359, 1.45770, -0.11225)  0.392
H (4.08130, -2.08795, -0.06354)  0.350
N (-0.77918, -0.77541, -0.13303)  -0.248
S (-3.52664, -0.62833, -0.20686)  -0.253

---

2) Entry from the Open Molecules 2025 dataset: one molecule with the formula C6H7NS (ωB97M-V/def2-TZVPD).

- M (g/mol) = 125.196
- frontier orbital gap (eV) = 9.04
- structure (SMILES) = C#C[C@@H]1CC(=S)N1C
- multiplicity = 1

Last column: Mulliken charge in e.
Cartesian coordinates (Å):
C (2.69757, -0.36381, -0.84269)  0.170
C (1.67767, -0.38844, -0.16814)  -0.896
C (0.44362, -0.48295, 0.60511)  0.117
C (-0.56865, -1.59259, 0.19098)  -0.465
C (-1.55860, -0.49996, -0.03180)  0.056
S (-3.17753, -0.33994, -0.46747)  -0.363
N (-0.64431, 0.43202, 0.22919)  0.102
C (-0.53158, 1.87770, 0.01579)  -0.771
H (3.60198, -0.31117, -1.41081)  0.416
H (0.69936, -0.47169, 1.65851)  0.279
H (-0.78084, -2.27000, 1.03295)  0.241
H (-0.33554, -2.19137, -0.69864)  0.282
H (-1.39461, 2.13518, -0.62408)  0.273
H (0.46793, 2.10043, -0.45828)  0.268
H (-0.59645, 2.36660, 0.96938)  0.292

---

Result of the stability comparison: 2) is the most stable of them.